Entry 1:
50
Properties=species:S:1:pos:R:3 method="wB97M-V/def2-TZVPD" smiles="O=C(CNC(=O)c1cccc(F)c1)OCC(=O)N1CCN(C(=O)c2ccco2)CC1" max_force_ev_per_a=1.384 lumo_ev=0.50 relative_energy_kcal_mol=5.0 homo_ha=-0.3298
O 0.944 -1.222 1.000
C 0.867 -0.420 0.108
C 0.438 -0.754 -1.310
N 0.447 0.382 -2.190
C 1.493 0.641 -3.013
O 2.409 -0.139 -3.179
C 1.407 1.947 -3.735
C 1.911 2.026 -5.029
C 1.874 3.220 -5.726
C 1.350 4.358 -5.136
C 0.874 4.269 -3.840
F 0.376 5.375 -3.247
C 0.890 3.086 -3.127
O 1.097 0.891 0.252
C 1.649 1.353 1.485
C 1.165 0.650 2.759
O 1.971 0.179 3.532
N -0.159 0.696 3.037
C -0.660 -0.124 4.120
C -1.239 -1.413 3.519
N -1.926 -1.096 2.281
C -1.867 -1.831 1.144
O -2.207 -1.358 0.063
C -1.449 -3.233 1.223
C -1.147 -4.059 0.167
C -0.848 -5.319 0.723
C -0.999 -5.175 2.070
O -1.360 -3.926 2.381
C -2.400 0.267 2.188
C -1.210 1.246 2.207
H -0.565 -1.192 -1.253
H 1.138 -1.496 -1.706
H -0.282 1.065 -2.073
H 2.330 1.136 -5.473
H 2.260 3.270 -6.733
H 1.314 5.302 -5.656
H 0.536 3.080 -2.107
H 1.419 2.421 1.528
H 2.735 1.216 1.453
H 0.175 -0.361 4.780
H -1.411 0.443 4.676
H -1.923 -1.896 4.227
H -0.413 -2.090 3.300
H -1.142 -3.785 -0.867
H -0.563 -6.206 0.197
H -0.881 -5.866 2.881
H -2.956 0.365 1.255
H -3.074 0.456 3.028
H -0.853 1.410 1.193
H -1.534 2.211 2.620


Entry 2:
51
Properties=species:S:1:pos:R:3 method="wB97M-V/def2-TZVPD" max_force_ev_per_a=19.331 lumo_ev=-0.39 relative_energy_kcal_mol=441.7 homo_ha=-0.3044
O 1.637 2.621 -0.093
C 0.562 2.287 0.163
N 0.213 2.378 1.431
H -0.730 2.298 1.793
C 1.164 3.250 2.481
C 1.304 2.158 3.769
N 1.113 2.467 5.109
N 1.591 1.259 5.581
C 1.801 0.199 4.788
S 1.936 -1.338 5.153
N 1.706 0.564 3.585
C 1.956 0.001 2.355
C 0.968 -0.833 1.961
C 1.093 -1.825 0.849
C 2.188 -1.272 -0.092
C 2.862 -0.277 0.363
C 2.680 0.532 1.426
H 3.396 1.249 1.742
H 3.749 -0.102 -0.592
F 2.153 -2.066 -1.120
H 0.561 -2.527 0.608
H 0.166 -1.448 2.931
H 1.461 1.083 6.662
H 0.617 3.871 3.148
H 2.310 3.193 1.936
C -0.373 1.600 -0.675
C -1.340 0.863 -0.145
C -2.049 -0.086 -1.078
C -2.113 0.383 -2.250
C -1.235 1.315 -2.840
C -0.216 1.842 -1.991
H 0.540 2.726 -2.329
H -1.157 1.496 -3.915
S -3.163 -0.345 -3.523
O -3.326 0.446 -4.636
O -4.271 -1.113 -2.814
N -2.237 -1.800 -4.171
C -2.303 -2.960 -2.933
H -2.823 -2.818 -2.248
H -2.175 -3.965 -3.396
C -0.840 -2.615 -2.601
H -0.238 -3.681 -2.176
H -0.618 -1.978 -1.599
C -0.045 -1.717 -3.715
H 0.955 -2.425 -4.160
H 0.315 -0.859 -3.566
C -1.244 -1.565 -4.839
H -1.295 -0.548 -5.336
H -0.976 -2.444 -5.662
H -2.804 -0.714 -0.560
H -1.265 0.390 0.863


For reference, orbital gap by record: 9.4733, 7.8878 eV.
For reference, electronic energy by record: -40538.015, -59026.080 eV.